Arrangement A

Molecular formula: CH6N2P2
Method: DFT, the ωB97M-V functional and the def2-TZVPD basis

Last column: Löwdin charge in e.
Geometry (Å):
H 0.01 3.41 -0.80  -0.17
P -0.45 2.67 0.33  0.62
H 1.86 -1.33 -0.73  0.08
N -0.13 -1.32 -0.05  -0.12
N -1.76 2.10 -0.29  -1.08
H 1.73 -0.71 0.93  0.07
H -0.71 -1.95 0.62  0.10
C 1.26 -1.49 0.23  -0.27
H 1.46 -2.46 0.71  0.07
H -0.41 -0.30 0.13  0.00
P -2.86 1.37 -1.08  0.69

Output
Kohn-Sham gap (spin up / spin down): 6.470 / 6.469 eV
charge: 0
E_HOMO (spin up / spin down): -7.49 / -7.50 eV

=====

Arrangement B

Molecular formula: CH6N2P2
Method: DFT, the ωB97M-V functional and the def2-TZVPD basis

Last column: Löwdin charge in e.
Geometry (Å):
H -2.88 -0.12 1.52  -0.12
H 1.23 -2.17 0.15  0.10
C 1.18 1.50 -0.27  -0.25
P -2.46 0.20 0.15  0.64
H 0.54 2.27 -0.71  0.00
H 2.23 1.66 -0.33  -0.01
H -3.12 -0.81 -0.28  -0.21
H 2.28 -0.84 -0.26  -0.01
N 1.48 -1.15 0.13  -0.11
P 0.44 0.07 -0.13  0.54
N -0.92 -0.60 0.04  -0.57

Output
Kohn-Sham gap: 9.167 eV
structure (SMILES): C=P(N)=NP
charge: 0
E_HOMO: -8.49 eV

=====

Name the least stable of them. arrangement A.

=====

Arrangement A

Molecular formula: C2H4NO2S
Method: DFT, the ωB97M-V functional and the def2-TZVPD basis

Last column: Löwdin charge in e.
Geometry (Å):
N -0.47 -0.90 1.33  -0.03
S -1.48 0.98 -0.63  0.62
C 1.46 -0.16 0.05  -0.08
O -2.54 0.11 -1.26  -0.61
H 2.03 -1.05 -0.08  0.03
O -0.68 1.71 -1.62  -0.58
H 1.59 0.08 1.11  0.04
H 1.79 0.57 -0.60  0.01
C -0.18 -0.36 0.22  -0.44
H -1.53 -0.98 1.50  0.05

Output
Kohn-Sham gap: 7.370 eV
charge: -1
E_HOMO: -3.19 eV

=====

Arrangement B

Molecular formula: C2H4NO2S
Method: DFT, the ωB97M-V functional and the def2-TZVPD basis

Last column: Löwdin charge in e.
Geometry (Å):
H -0.19 -0.15 1.98  0.04
S 1.67 -1.41 -0.87  0.66
H -1.68 -0.36 1.06  0.06
H -1.30 1.23 1.75  0.05
O 0.92 -2.68 -0.71  -0.61
H 0.11 1.76 -1.53  0.00
C -0.87 0.34 1.28  -0.18
O 1.90 -1.04 -2.29  -0.60
N -0.41 1.68 -0.66  -0.02
C -0.16 0.63 0.00  -0.39

Output
Kohn-Sham gap (spin up / spin down): 6.009 / 6.589 eV
charge: -1
E_HOMO (spin up / spin down): -2.08 / -2.65 eV

=====

Name the least stable of them. arrangement B.

=====

Arrangement A

Molecular formula: C3H3NS3
Method: DFT, the ωB97M-V functional and the def2-TZVPD basis

Last column: Löwdin charge in e.
Geometry (Å):
H -0.72 0.49 3.28  -0.01
S 0.28 -0.47 2.50  0.65
H -0.95 -1.94 -0.70  0.09
S 1.60 -2.08 -1.01  0.61
N 0.08 0.46 1.07  -0.39
C -0.09 1.31 -1.05  -0.66
C 0.08 -1.39 -0.70  -0.55
H 0.10 2.24 -0.66  0.03
C 0.17 0.20 -0.17  -0.54
S -0.54 1.18 -2.56  0.77

Output
Kohn-Sham gap: 7.449 eV
structure (SMILES): S=CC(C=S)=NS
charge: 0
E_HOMO: -8.72 eV

=====

Arrangement B

Molecular formula: C3H3NS3
Method: DFT, the ωB97M-V functional and the def2-TZVPD basis

Last column: Löwdin charge in e.
Geometry (Å):
C -0.23 1.02 1.62  -0.54
H -1.62 -0.78 -0.69  0.07
S 1.05 -1.09 0.76  0.84
S 0.32 1.51 -0.01  0.86
C 0.51 -0.11 -0.64  -1.07
S -0.55 -1.59 -2.76  0.64
C -0.66 -0.88 -1.25  -0.71
N 0.28 -0.10 2.08  -0.30
H 1.46 0.14 -1.37  0.12
H -0.55 1.88 2.26  0.09

Output
Kohn-Sham gap: 7.891 eV
charge: 0
E_HOMO: -8.91 eV

=====

Name the least stable of them. arrangement A.

=====

Arrangement A

Molecular formula: C3H12N4
Method: DFT, the ωB97M-V functional and the def2-TZVPD basis

Last column: Löwdin charge in e.
Geometry (Å):
H 1.54 -0.25 1.86  0.02
H -1.98 -1.74 -0.57  0.10
C -2.13 -0.88 0.20  -0.09
N 0.62 -0.53 0.00  -0.26
H 0.02 2.42 -0.81  0.07
H 1.62 -1.33 -1.63  0.06
N 0.45 1.79 -0.15  0.05
H 1.95 0.11 -1.40  0.06
H -3.25 -0.84 0.53  0.10
H -1.58 -1.11 1.07  0.04
H 2.00 -1.72 1.29  0.11
H -1.96 1.40 0.01  0.12
H -1.46 0.57 -1.34  0.08
N 1.15 -0.52 -1.30  0.02
C -1.54 0.43 -0.29  -0.29
H 2.57 -0.02 0.59  0.07
C 1.73 -0.63 0.94  -0.09
N -0.24 0.58 0.25  -0.25
H 0.47 2.27 0.74  0.08

Output
Kohn-Sham gap: 9.947 eV
structure (SMILES): CCN(N)N(C)N
charge: 0
E_HOMO: -8.82 eV

=====

Arrangement B

Molecular formula: C3H12N4
Method: DFT, the ωB97M-V functional and the def2-TZVPD basis

Last column: Löwdin charge in e.
Geometry (Å):
H 0.13 2.25 -0.98  0.08
N -2.18 -1.25 -0.01  -0.03
H 0.61 0.68 1.69  0.08
H 0.92 -2.06 -0.10  0.09
N 0.91 -0.05 -0.23  -0.30
H -0.25 2.09 0.70  0.08
H -1.06 -0.38 1.41  0.07
H 0.44 -1.21 -1.66  0.07
N -1.51 -0.11 0.53  -0.08
H -1.63 1.95 -0.59  0.09
H -1.55 -1.81 -0.61  0.05
C 1.48 0.36 1.02  -0.09
H 2.09 1.32 0.85  0.10
H 2.12 -1.49 -1.25  0.08
N -0.33 0.44 -0.45  -0.21
H 2.08 -0.36 1.60  0.09
H -2.79 -0.88 -0.73  0.06
C 1.13 -1.28 -0.86  -0.09
C -0.59 1.81 -0.33  -0.13

Output
Kohn-Sham gap: 8.944 eV
structure (SMILES): CN(C)N(C)NN
charge: 0
E_HOMO: -7.96 eV

=====

Name the least stable of them. arrangement B.

=====

Arrangement A

Molecular formula: N2
Method: DFT, the ωB97M-V functional and the def2-TZVPD basis

Last column: Löwdin charge in e.
Geometry (Å):
N 0.38 -0.38 0.16  0.00
N -0.38 0.38 -0.16  0.00

Output
Kohn-Sham gap: 16.335 eV
structure (SMILES): N#N
charge: 0
E_HOMO: -14.75 eV

=====

Arrangement B

Molecular formula: N2
Method: DFT, the ωB97M-V functional and the def2-TZVPD basis

Last column: Löwdin charge in e.
Geometry (Å):
N -0.02 0.50 0.28  0.00
N 0.02 -0.50 -0.28  0.00

Output
Kohn-Sham gap: 16.085 eV
structure (SMILES): N#N
charge: 0
E_HOMO: -14.72 eV

=====

Name the least stable of them. arrangement B.

=====

Arrangement A

Molecular formula: CH6N4O
Method: DFT, the ωB97M-V functional and the def2-TZVPD basis

Last column: Löwdin charge in e.
Geometry (Å):
O 0.14 1.56 0.95  0.03
H 1.68 0.30 1.57  0.13
H -1.75 0.22 -1.42  0.01
C 0.65 0.34 1.19  -0.39
H -1.51 -1.39 -1.75  0.01
H 0.17 -1.46 1.73  0.08
N -1.21 -0.60 -1.19  -0.08
N -0.21 -0.61 1.33  0.07
H -0.95 -0.68 -0.03  0.05
N 1.40 0.32 -1.14  0.00
H 0.84 2.17 0.66  0.10
N 0.75 -0.18 -1.91  0.00

Output
Kohn-Sham gap: 8.649 eV
structure (SMILES): [H]/N=C/O.N#N.N
charge: 0
E_HOMO: -7.92 eV

=====

Arrangement B

Molecular formula: CH6N4O
Method: DFT, the ωB97M-V functional and the def2-TZVPD basis

Last column: Löwdin charge in e.
Geometry (Å):
N -2.21 -0.08 0.04  -0.09
N 2.22 -0.42 -0.10  0.02
N 1.42 0.70 -0.09  -0.05
H 1.96 1.42 0.06  0.07
C 0.08 0.89 -0.19  -0.54
H -2.34 -0.74 0.85  0.06
H 1.44 -1.11 -0.71  0.16
H -3.10 -0.27 -0.63  0.13
H -0.48 -1.22 0.61  0.26
N -0.81 -0.25 -0.48  -0.04
H 2.12 -0.97 0.68  0.02
O -0.31 2.06 -0.04  0.01

Output
Kohn-Sham gap: 8.723 eV
charge: 0
E_HOMO: -9.34 eV

=====

Arrangement C

Molecular formula: CH6N4O
Method: DFT, the ωB97M-V functional and the def2-TZVPD basis

Last column: Löwdin charge in e.
Geometry (Å):
N 0.17 -0.69 0.17  0.06
N 1.92 0.86 -0.14  0.08
H -1.96 -0.95 -0.90  0.00
C 0.63 0.47 0.00  -0.39
H 2.17 1.80 -0.37  0.09
N -5.11 0.05 0.27  0.01
O -2.71 -1.05 -0.32  -0.12
N -5.02 1.04 -0.21  0.01
H -2.31 -1.09 0.56  0.01
H 0.89 -1.41 0.22  0.05
H -0.09 1.29 -0.04  0.12
H 2.64 0.16 -0.17  0.09

Output
Kohn-Sham gap: 10.600 eV
structure (SMILES): [H]/N=C\N.N#N.O
charge: 0
E_HOMO: -9.82 eV

=====

Name the least stable of them. arrangement B.